Version A
Entry from the Open Molecules 2025 dataset: C8H7N2PS in the gas phase (ωB97M-V/def2-TZVPD).

Values from the calculation:
Kohn-Sham gap = 7.38 eV
LUMO = -1.329 eV
SMILES = S=[PH2]c1ccc2nccnc2c1

Geometry as ORCA input:
```
! wB97M-V def2-TZVPD RIJCOSX def2/J DEFGRID3
* xyz 0 1
C 0.66 0.96 -0.42
H 0.89 1.37 -4.00
H 2.15 -0.12 3.97
N -0.40 -1.94 2.16
S -1.89 1.68 -4.08
H 0.51 -2.16 4.17
H -2.05 -0.75 -2.28
N 1.60 0.53 1.94
C 0.66 0.12 0.93
C -0.30 0.68 -1.60
H 1.39 1.85 -0.52
P -0.18 1.77 -3.13
C 1.46 -0.33 3.07
H -2.02 -2.28 -0.08
C -1.30 -0.51 -1.46
H -0.03 3.13 -2.68
C -1.31 -1.38 -0.19
C 0.50 -1.55 3.19
C -0.32 -1.07 1.02
*
```

natural (NBO) population analysis, charges in e, atoms 1 to 6: number 1, C, carries -0.16; number 2, H, carries 0.01; number 3, H, carries 0.22; number 4, N, carries -0.37; number 5, S, carries -0.61; number 6, H, carries 0.23



Version B
Entry from the Open Molecules 2025 dataset: C8H7N2PS in the gas phase (ωB97M-V/def2-TZVPD).

Values from the calculation:
Kohn-Sham gap = 7.95 eV
LUMO = -0.154 eV

Geometry as ORCA input:
```
! wB97M-V def2-TZVPD RIJCOSX def2/J DEFGRID3
* xyz 0 1
C -0.55 -2.92 0.16
H -1.35 -2.56 0.85
S -1.14 -3.39 -1.29
C -0.18 1.23 -0.93
N 0.81 -0.31 -2.45
H 1.14 -0.71 2.19
C 0.87 -1.41 -2.98
N 0.27 -3.87 -2.12
C -0.04 0.91 1.43
H 0.63 0.45 -3.04
H -1.14 2.41 0.49
C 0.69 -0.22 1.29
P 1.50 -3.00 -2.66
C 0.62 0.09 -1.09
C 1.09 -0.62 -0.02
H -0.27 1.41 2.38
H 1.71 -1.47 -0.07
H -0.51 1.77 -1.90
C -0.40 1.70 0.33
*
```

natural (NBO) population analysis, charges in e, atoms 1 to 6: number 1, C, carries -0.60; number 2, H, carries 0.17; number 3, S, carries 0.67; number 4, C, carries -0.21; number 5, N, carries -0.48; number 6, H, carries 0.23



Most stable: version A. Least stable: version B.



Version A
Entry from the Open Molecules 2025 dataset: C11H20N2O5 in the gas phase (ωB97M-V/def2-TZVPD).

Values from the calculation:
Kohn-Sham gap = 9.00 eV
LUMO = 0.250 eV
SMILES = C[C@@H](NC(=O)[C@@H](C)[NH2+]C(=O)OC(C)(C)C)C(=O)[O-]

Geometry as ORCA input:
```
! wB97M-V def2-TZVPD RIJCOSX def2/J DEFGRID3
* xyz 0 1
C 0.86 -2.26 -2.90
H -1.27 -2.52 0.52
H -0.25 4.02 0.85
N -0.54 -0.04 -0.53
H -2.14 -1.16 1.26
H -0.98 1.55 3.60
H 1.68 2.82 3.82
N -0.39 -2.61 -2.19
H -1.79 2.72 2.46
C -0.71 1.02 0.37
H -3.00 -2.26 0.14
O -1.65 1.78 0.20
O 1.70 -1.66 -0.74
H -2.58 -0.23 -1.07
H -0.17 -2.98 -1.23
H 0.81 4.37 2.15
C 1.57 -1.30 -1.94
C 0.37 2.31 2.15
C -2.06 -1.78 0.32
C -0.86 2.48 3.04
H 0.23 -0.62 -0.14
H 1.09 -4.20 -3.88
O 0.27 1.15 1.33
O -1.72 -1.14 -3.22
H 2.60 -3.28 -3.66
O 1.54 -0.10 -2.23
H -0.14 0.38 -1.38
C 1.49 2.02 3.11
H 1.47 3.54 0.77
H 1.25 1.11 3.66
C -1.40 -1.67 -2.16
C -1.71 -0.87 -0.87
H 2.44 1.86 2.55
C 0.61 3.63 1.39
H 0.64 -1.76 -3.86
H -0.69 3.25 3.80
C 1.63 -3.52 -3.20
H 1.80 -4.06 -2.27
*
```

natural (NBO) population analysis, charges in e, atoms 1 to 6: number 1, C, carries -0.15; number 2, H, carries 0.22; number 3, H, carries 0.23; number 4, N, carries -0.64; number 5, H, carries 0.22; number 6, H, carries 0.21



Version B
Entry from the Open Molecules 2025 dataset: C11H20N2O5 in the gas phase (ωB97M-V/def2-TZVPD).

Values from the calculation:
Kohn-Sham gap = 8.51 eV
LUMO = 0.259 eV
SMILES = CC[C@H](C)[C@H](N)C(=O)N[C@@H](CCC(=O)O)C(=O)O

Geometry as ORCA input:
```
! wB97M-V def2-TZVPD RIJCOSX def2/J DEFGRID3
* xyz 0 1
H -2.45 -0.08 2.16
O -1.63 2.32 1.56
C 0.85 1.90 -1.19
H -0.21 1.60 -1.45
O -1.89 -1.21 -1.72
H 3.36 0.45 2.32
H -3.50 -1.16 1.49
H 3.38 0.69 -0.24
H 2.57 -2.20 -0.81
C -2.13 -1.88 -0.71
O 0.55 -1.49 2.13
N 2.80 -0.29 1.85
N -0.31 -0.81 0.16
O -2.85 -2.95 -0.61
C 1.86 0.03 0.79
H 4.09 -1.48 -0.29
H 2.29 -1.03 2.40
H -0.19 0.22 -0.28
C 2.59 0.04 -0.52
C 1.78 0.70 -1.54
C -2.73 -0.44 1.19
C 3.19 -1.27 -0.96
H -1.30 -2.18 1.19
H -3.66 -3.10 -1.21
H 1.45 1.04 1.10
H 3.43 -1.42 -2.01
H -3.41 0.36 -0.65
C 0.63 -0.95 1.07
H 2.50 1.29 -2.19
O -1.84 2.50 -0.67
H 1.20 -0.03 -2.03
H 0.97 2.56 -1.95
H -1.62 3.42 -0.37
C -3.18 0.81 0.38
C -2.05 1.87 0.52
H 1.19 2.28 -0.22
H -4.12 1.27 0.74
C -1.58 -1.38 0.58
*
```

natural (NBO) population analysis, charges in e, atoms 1 to 6: number 1, H, carries 0.24; number 2, O, carries -0.58; number 3, C, carries -0.66; number 4, H, carries 0.24; number 5, O, carries -0.61; number 6, H, carries 0.38



Most stable: version A. Least stable: version B.



Version A
Entry from the Open Molecules 2025 dataset: 2 unconnected molecules or ions with the total composition C2H4OS2 (ωB97M-V/def2-TZVPD).

Values from the calculation:
Kohn-Sham gap = 7.73 eV
LUMO = -0.328 eV

Geometry as ORCA input:
```
! wB97M-V def2-TZVPD RIJCOSX def2/J DEFGRID3
* xyz 0 1
O -0.48 -1.83 0.01
H 0.06 -2.03 0.70
H 1.29 0.84 0.85
H 1.76 0.34 -0.87
C 1.17 0.80 -0.15
H 0.59 1.60 -0.55
C -0.77 -0.53 -0.01
S -1.80 0.42 -1.05
S -1.83 0.39 1.07
*
```

natural (NBO) population analysis, charges in e, atoms 1 to 6: number 1, O, carries -0.68; number 2, H, carries 0.49; number 3, H, carries 0.18; number 4, H, carries 0.19; number 5, C, carries -0.57; number 6, H, carries 0.19



Version B
Entry from the Open Molecules 2025 dataset: C2H4OS2 in the gas phase (ωB97M-V/def2-TZVPD).

Values from the calculation:
Kohn-Sham gap = 8.79 eV
LUMO = -0.144 eV
SMILES = OC1SCS1

Geometry as ORCA input:
```
! wB97M-V def2-TZVPD RIJCOSX def2/J DEFGRID3
* xyz 0 1
S 0.81 1.09 0.17
H 0.83 -0.85 -1.46
H -1.44 1.78 1.18
H -1.35 1.64 -0.50
O 1.51 -1.35 0.39
C -1.00 1.17 0.37
S -1.48 -0.61 0.14
H 1.46 -2.29 0.07
C 0.65 -0.58 -0.35
*
```

natural (NBO) population analysis, charges in e, atoms 1 to 6: number 1, S, carries 0.25; number 2, H, carries 0.19; number 3, H, carries 0.23; number 4, H, carries 0.20; number 5, O, carries -0.69; number 6, C, carries -0.64



Most stable: version B. Least stable: version A.